1.
The following is a quantum chemistry calculation of a structure of composition C12H36FNaO16P4 in a non-equilibrium geometry, from the Open Molecules 2025 dataset.

The geometry in XYZ format:
```
70
Properties=species:S:1:pos:R:3:forces:R:3
Na -0.2841 2.0088 1.1627 -9.4 -5.0 -1.6
F -0.2062 0.6873 -0.0088 0.7 3.3 -0.6
C -3.9076 -0.6153 -1.6260 -0.6 -0.4 -0.4
O -2.7828 -1.4029 -1.1298 -0.1 0.2 -0.8
P -1.8797 -2.3393 -2.1051 0.4 0.4 -2.2
O -2.6568 -3.0481 -3.1568 0.9 0.6 1.4
O -0.9867 -3.1929 -1.0674 -1.8 1.5 -1.2
C -0.7027 -4.5865 -1.2141 -7.9 -0.5 -5.2
O -0.7679 -1.3334 -2.7851 -2.2 -1.4 0.3
C -0.1785 -0.3003 -2.0025 0.8 -2.5 -1.4
H -4.7687 -0.8901 -1.0168 0.1 -0.2 0.0
H -4.1667 -0.7604 -2.6747 0.4 -0.7 0.0
H -3.8064 0.4674 -1.5508 0.5 -0.6 0.0
H -1.5455 -5.0542 -1.7229 0.0 0.1 -1.3
H -0.7431 -4.9270 -0.1794 -3.9 -2.1 -2.2
H 0.3008 -4.7381 -1.6119 -4.2 1.8 -2.2
H 0.5879 -0.7956 -1.4064 0.2 0.2 -0.2
H -0.8092 0.2335 -1.2916 0.1 -1.5 -1.9
H 0.2576 0.4175 -2.6972 0.5 -3.4 0.5
C 4.7957 3.1917 2.0234 0.5 0.8 0.2
O 3.4203 3.4678 1.7916 -2.7 -1.5 -0.1
P 2.2042 2.4113 1.9889 1.4 0.1 -1.1
O 0.8325 2.9933 1.6760 11.9 6.5 5.0
O 2.6470 1.1166 1.1249 -0.2 2.1 1.0
C 1.9418 -0.1400 1.2562 0.4 0.4 0.7
O 2.3887 1.8688 3.4830 -0.5 -0.4 -1.2
C 1.9688 2.6870 4.5357 -0.6 1.4 1.1
H 5.0731 3.9873 2.7148 0.5 0.0 -0.2
H 5.2758 3.3187 1.0531 0.3 -0.2 0.3
H 5.0783 2.2549 2.5038 -0.6 -0.3 -0.3
H 1.3918 -0.4068 0.3537 3.2 0.9 0.0
H 1.1252 -0.0374 1.9707 0.3 0.1 0.5
H 2.5800 -0.9801 1.5303 0.3 1.0 0.1
H 2.8386 2.9689 5.1293 -0.1 -0.2 0.2
H 1.1734 2.2568 5.1442 0.4 -0.7 0.1
H 1.4891 3.6112 4.2134 0.3 0.2 -0.5
C -2.3866 1.8354 -0.5291 -0.4 0.2 0.1
O -2.7781 2.9610 -1.3245 0.1 0.5 0.1
P -1.9468 3.3289 -2.6415 0.0 -0.8 -2.9
O -2.2803 2.3717 -3.7586 0.6 1.4 1.9
O -2.2664 4.8810 -2.9747 -1.0 -1.1 1.0
C -3.6608 5.3379 -3.2195 0.7 -0.1 -0.1
O -0.3564 3.3990 -2.3129 -2.6 1.9 0.2
C 0.3288 2.1881 -2.2739 1.4 0.6 -1.3
H -1.9310 2.2345 0.3771 -0.7 0.0 -0.5
H -1.7346 1.1245 -1.0367 -0.7 1.2 0.1
H -3.2376 1.2174 -0.2429 -0.1 0.8 0.3
H -4.0071 6.0223 -2.4450 0.6 0.1 0.1
H -4.4279 4.5641 -3.2477 0.5 -0.5 -0.2
H -3.6094 5.8437 -4.1837 -0.1 0.0 0.2
H 0.4733 1.8432 -1.2500 0.0 0.0 -0.6
H 1.2832 2.3143 -2.7851 0.4 0.4 0.3
H -0.1123 1.4163 -2.9047 -1.1 3.0 0.0
C 1.1553 -5.4355 -0.4739 3.9 -2.3 2.2
O 0.4108 -4.3735 0.1193 10.6 3.6 8.7
P 1.1427 -3.3135 1.1696 0.8 2.2 0.5
O 2.3712 -2.5992 0.6523 -1.7 -2.7 0.6
O -0.0051 -2.2345 1.5820 0.6 -3.6 0.3
C -0.4913 -1.1899 0.7553 -0.3 -0.8 -0.3
O 1.2669 -4.1609 2.5591 0.2 -0.2 -2.1
C 1.7869 -3.6845 3.7670 -0.5 1.7 1.7
H 2.2118 -5.3654 -0.2152 -0.1 -0.1 0.5
H 1.1063 -5.4695 -1.5622 1.9 -0.9 0.7
H 0.7199 -6.3819 -0.1531 0.2 0.0 0.1
H 0.3436 -0.5791 0.4117 -2.9 -2.8 0.9
H -1.1570 -0.5574 1.3425 0.2 -0.4 0.6
H -1.0824 -1.4513 -0.1225 0.5 -0.4 1.4
H 2.0514 -2.6271 3.7675 0.0 0.2 -0.6
H 2.6582 -4.1336 4.2438 0.0 -0.9 -0.9
H 0.9829 -3.7268 4.5018 -0.1 -0.2 0.0
```
Forces are in eV/Å.

Summary:
LUMO: -0.25 eV
HOMO energy: -8.74 eV
2S+1: 1
Frontier orbital gap: 8.5 eV
Relative energy (zero: lowest compared OMol25 entry of this formula, charge and spin): 1935.92 kJ/mol

2.
The following is a quantum chemistry calculation of a structure of composition C12H36INaO16P4, from the Open Molecules 2025 dataset.

The geometry in XYZ format:
```
70
Properties=species:S:1:pos:R:3:forces:R:3
Na 0.5217 1.0429 0.1772 -0.2 -0.1 -0.1
I 1.6077 3.4320 1.5924 0.1 -0.1 0.1
C -3.4810 2.7552 -3.2136 0.2 -0.4 -0.3
O -3.2985 3.4842 -2.0007 -0.3 0.2 -0.4
P -2.6828 2.7239 -0.7830 -0.6 0.1 0.3
O -1.3174 2.2458 -0.9592 0.9 -0.4 0.1
O -3.7288 1.5554 -0.5394 -0.1 -0.1 -0.2
C -3.3334 0.3870 0.1805 0.3 -0.5 0.3
O -2.9412 3.7826 0.3380 0.1 0.2 0.1
C -2.2294 3.6875 1.5850 0.2 -0.1 0.3
H -4.5442 2.6413 -3.4159 0.0 0.1 0.0
H -3.0280 1.7601 -3.1686 0.0 0.1 0.1
H -2.9829 3.2845 -4.0244 -0.1 0.2 0.1
H -3.9312 -0.4581 -0.1603 -0.2 0.2 -0.1
H -3.5026 0.5119 1.2520 0.0 0.1 -0.1
H -2.2846 0.1417 0.0120 -0.1 0.1 0.0
H -1.6080 4.5683 1.7151 0.0 0.0 -0.1
H -1.5655 2.8215 1.6163 0.0 0.0 -0.1
H -2.9583 3.6138 2.3914 -0.1 0.1 -0.1
C 3.2662 -2.3810 1.1813 -0.3 0.3 0.1
O 4.0758 -1.2007 1.0855 0.0 -0.3 0.0
P 3.8944 -0.2674 -0.1659 0.1 0.0 0.1
O 2.5267 0.0615 -0.5487 -0.7 0.0 -0.3
O 4.7966 0.9081 0.2777 0.6 0.5 0.1
C 4.8199 2.1113 -0.5207 0.3 0.2 0.0
O 4.6165 -0.9839 -1.3830 -0.2 -0.3 -0.1
C 5.8319 -1.7077 -1.2203 0.6 0.2 -0.2
H 2.5855 -2.2319 2.0173 0.1 -0.2 0.1
H 3.9260 -3.2282 1.3390 0.0 -0.1 0.1
H 2.6472 -2.5288 0.2949 0.2 0.0 -0.1
H 4.6404 2.9405 0.1536 -0.2 0.0 0.0
H 4.0748 2.0789 -1.3119 -0.2 0.1 0.1
H 5.8029 2.2216 -0.9804 0.0 -0.2 0.1
H 6.6886 -1.0880 -1.5008 -0.2 0.1 0.0
H 5.8160 -2.5478 -1.9116 -0.1 -0.1 0.2
H 5.9851 -2.0290 -0.1916 -0.1 -0.2 0.0
C 1.4978 -2.7726 -2.5423 0.2 0.1 0.0
O 0.9495 -1.6419 -3.2287 0.0 -0.3 0.0
P -0.3850 -0.9777 -2.7215 0.1 0.4 0.1
O -0.4609 -0.7477 -1.2748 0.1 -0.1 0.2
O -0.4727 0.3078 -3.6206 0.0 0.0 -0.1
C 0.4754 1.3661 -3.3816 0.3 0.3 -0.1
O -1.5239 -1.9006 -3.2991 -0.2 0.1 -0.4
C -2.8179 -1.3430 -3.5885 -0.1 -0.4 0.3
H 1.2913 -3.6696 -3.1226 -0.1 -0.1 0.1
H 1.0946 -2.8407 -1.5322 -0.1 -0.1 0.0
H 2.5757 -2.6326 -2.4774 0.0 0.1 0.0
H 1.2366 1.0747 -2.6555 -0.1 -0.1 0.1
H -0.0538 2.2442 -3.0239 0.0 -0.1 0.1
H 0.9757 1.5863 -4.3239 -0.1 -0.1 0.0
H -3.3412 -1.1171 -2.6575 0.1 0.2 0.0
H -3.3773 -2.1164 -4.1079 0.1 0.0 -0.1
H -2.7141 -0.4616 -4.2137 -0.1 0.1 0.0
C -0.8599 1.3849 4.5335 0.0 0.8 0.0
O -0.5303 -0.0070 4.4719 0.1 -0.4 0.2
P -0.9548 -0.7870 3.1808 -0.1 0.2 0.3
O -0.6091 -0.1530 1.9174 0.0 0.1 -0.6
O -0.2977 -2.1866 3.4730 0.1 -0.1 0.3
C -0.5116 -3.2426 2.5351 0.0 -0.2 -0.4
O -2.5286 -1.0117 3.2897 0.1 0.1 -0.4
C -3.0875 -1.6635 4.4197 -0.5 -0.1 0.7
H -1.0410 1.6505 5.5730 0.0 -0.2 0.0
H -1.7541 1.6140 3.9486 0.0 -0.1 0.0
H -0.0392 2.0010 4.1612 0.0 -0.2 -0.2
H 0.4570 -3.6635 2.2719 0.0 0.0 0.1
H -0.9814 -2.8875 1.6149 0.0 0.1 0.1
H -1.1342 -4.0165 2.9807 0.0 0.1 0.1
H -2.3392 -1.9433 5.1622 0.1 0.0 -0.1
H -3.6415 -2.5511 4.1133 0.2 0.0 -0.2
H -3.8030 -1.0040 4.9156 0.1 0.1 -0.2
```
Forces are in eV/Å.

Summary:
LUMO: 0.12 eV
HOMO energy: -6.75 eV
2S+1: 1
Frontier orbital gap: 6.9 eV
Relative energy (zero: lowest compared OMol25 entry of this formula, charge and spin): 0.00 kJ/mol

3.
The following is a quantum chemistry calculation of a structure of composition C12H36LiO6S5 in a non-equilibrium geometry, from the Open Molecules 2025 dataset.

The geometry in XYZ format:
```
60
Properties=species:S:1:pos:R:3:forces:R:3
Li 3.9620 47.5220 45.9140 0.2 0.1 0.0
C 0.3710 48.4020 46.5720 -0.5 -1.6 1.5
C -0.5550 47.5710 47.7300 0.0 2.6 -7.4
O -0.6700 46.3480 46.9870 2.7 -1.6 5.4
H 1.3610 47.9770 46.4740 0.2 -0.6 0.5
H 0.5870 49.3860 46.8280 -0.2 2.0 0.5
H 0.0670 48.3630 45.5150 -0.9 0.0 0.7
H -1.5060 48.0900 47.7690 -0.3 -0.1 0.3
H -0.0960 47.6360 48.6350 1.0 -1.0 2.3
H -1.2660 46.5150 46.3590 -3.8 0.9 -3.8
C 5.8840 48.8150 43.6640 -0.1 0.1 -3.4
S 6.4980 47.1770 43.9760 -0.4 -0.6 1.9
O 5.4710 46.6990 45.0220 0.8 0.0 -1.3
C 6.2530 46.3610 42.3490 -0.5 0.4 1.0
H 6.4120 49.4480 42.9280 0.5 -0.8 0.2
H 5.7930 49.4430 44.4870 0.0 0.3 2.1
H 4.9210 48.6730 43.1850 -0.5 0.0 0.3
H 6.5460 45.2570 42.4070 -1.2 1.4 0.2
H 7.1860 46.7940 41.9610 -0.7 0.3 -1.2
H 5.1960 46.7050 41.9740 2.3 -1.0 0.0
C 4.3700 50.8180 48.6830 0.3 1.7 -1.8
S 4.2680 50.7490 46.9050 1.5 -1.0 -0.4
O 4.4000 49.2910 46.5940 -0.4 -0.2 -0.6
C 2.5920 51.2430 46.8480 -1.5 -3.2 -1.4
H 3.7180 50.0630 49.1160 0.6 0.0 0.4
H 3.9400 51.8000 48.6600 -0.6 0.8 1.4
H 5.4230 51.0550 48.8530 -0.1 -1.2 0.9
H 2.5610 52.2370 47.0610 -0.2 2.8 1.0
H 2.0610 50.5810 47.5380 -0.2 0.5 0.2
H 2.0840 51.1320 45.8720 0.7 -0.2 0.2
C 0.5120 46.3240 43.8510 -0.2 -2.7 0.7
S 2.1200 46.8320 43.3910 -0.3 0.0 0.7
O 2.5880 47.6260 44.5760 0.2 0.3 -0.3
C 2.7840 45.2120 43.5990 0.7 -0.1 1.4
H 0.2370 45.3030 43.5020 -0.1 1.1 -0.7
H -0.1970 47.0630 43.8780 -2.0 1.9 -1.5
H 0.4430 46.1450 44.9050 1.3 -0.3 1.1
H 2.6240 44.6580 42.7230 0.2 -0.6 -1.6
H 2.3020 44.6000 44.3880 0.4 0.8 0.0
H 3.8360 45.4500 43.8130 -0.1 -0.7 0.0
C 9.6920 49.2440 48.0420 2.9 -1.7 3.3
S 7.9910 49.2890 47.5950 -0.4 0.4 1.8
O 7.8960 49.9270 46.2840 -0.2 0.2 -1.7
C 7.6510 47.5340 47.4290 3.3 -1.8 1.7
H 9.7800 49.1080 49.2280 -0.7 0.0 -2.3
H 10.3750 50.1170 47.9670 -1.2 -0.1 -0.8
H 10.2490 48.3410 47.6530 -0.7 1.0 0.0
H 8.5090 47.0050 46.8280 -1.6 0.9 1.1
H 6.7760 47.5320 46.8730 -1.8 -0.3 -0.9
H 7.5000 47.0000 48.4760 0.3 1.3 -2.2
C 1.7090 44.9700 47.7510 0.3 2.1 -1.6
S 3.1050 45.7130 48.5820 2.1 0.0 -2.4
O 3.9050 46.4130 47.4180 -1.8 -1.0 2.5
C 2.2000 46.9060 49.5600 -0.6 -1.8 -2.4
H 1.0730 45.7640 47.3590 0.8 0.2 -0.5
H 1.0200 44.6260 48.4080 -1.7 -1.7 2.7
H 1.8200 44.2570 46.9480 1.0 -0.2 0.1
H 1.8220 46.4730 50.4190 -1.1 -1.2 1.5
H 1.5190 47.4130 48.9500 -1.2 0.2 -0.8
H 2.7840 47.6490 49.8570 3.4 2.9 1.3
```
Forces are in eV/Å.

Summary:
LUMO: -1.78 eV
HOMO energy: -10.70 eV
2S+1: 1
Charge: +1
Frontier orbital gap: 8.9 eV
Relative energy (zero: lowest compared OMol25 entry of this formula, charge and spin): 0.00 kJ/mol